This record from OMol25 describes C32H42F4N3O3STeTi as an isolated structure. The level of theory is wB97M-V/def2-TZVPD.

The calculation puts the energy relative to the best compared isomer or geometry (same formula, charge and spin) at 0.3591 eV. Its spin multiplicity is 2. The total energy comes out at -3549.54416 hartree. The calculation puts the maximum force at 0.0386 hartree/bohr. The expectation value of S² is 0.77. The value obtained for the lowest unoccupied orbital energy (spin up / spin down) is 0.231 / 0.231 eV.

Last column: Mulliken charge in e.
Atoms and positions in Å:
H  3.11806  -0.69750  1.53837  -0.141
C  -2.84790  -0.48098  -1.36593  -0.368
C  1.58559  -3.99414  -0.26305  -0.485
H  3.29268  -0.81770  -7.96398  0.407
H  -3.52768  -2.69426  0.08701  0.430
H  0.34454  4.11744  -0.91264  0.274
H  5.82444  -0.46623  1.93591  0.403
C  2.24126  2.82077  1.35796  -1.176
N  -2.00515  -1.52610  -0.75815  1.127
C  0.15099  3.76355  0.10689  -1.172
C  -2.60473  2.53255  1.94576  0.793
Ti  -0.07152  -0.19528  -0.31082  0.384
C  1.58177  0.22692  -5.22901  0.266
C  1.48525  -3.10772  1.98580  -0.394
H  -0.86259  0.11778  -7.57013  0.447
H  0.28051  4.60802  0.78395  0.386
H  -1.27760  -1.74803  -3.57444  0.276
C  1.05572  2.63325  0.46796  0.909
F  -3.52306  2.98306  1.06145  -0.403
H  2.27752  -5.95708  -0.48746  0.407
S  3.43045  -0.34579  -0.82356  1.110
C  -1.55046  2.87158  4.10158  -0.732
C  1.79487  0.51379  -3.76349  -0.450
H  -1.39421  -3.48071  -1.05698  0.563
H  4.39188  1.83701  -0.71203  0.209
C  -2.73335  -2.02249  0.44166  -0.784
H  -2.47521  -3.00860  2.31778  0.521
C  0.12613  0.02985  -7.13556  -0.704
C  2.03566  -5.17976  0.22474  -0.912
C  -0.77130  1.18042  2.57309  -0.391
H  -2.78618  1.67336  -1.16555  0.372
H  -2.46092  -0.27144  -2.36184  -0.323
H  2.57236  -6.32353  2.00039  0.374
C  5.18040  0.05699  1.22867  -0.649
H  -3.22156  -1.17061  0.90956  0.400
H  2.02955  -0.40345  -3.22413  0.124
H  2.59461  1.23280  -3.59400  0.640
H  5.01916  0.86587  -2.06859  0.501
C  -1.74058  1.47895  1.59165  -0.750
H  4.20406  -1.85397  0.75664  0.605
H  -1.48741  3.39157  5.04459  0.525
C  1.94074  -4.29486  2.47141  -0.956
H  3.06506  3.34377  0.85353  0.324
C  2.20680  -5.38475  1.61537  -0.640
H  -1.58844  -0.01351  -4.82323  0.527
C  -2.85723  0.80722  -0.49333  -1.275
C  3.96388  -0.79432  0.85907  -0.698
H  -1.07853  -2.05705  1.82523  -0.079
H  3.63277  -0.29287  -5.57912  0.483
O  0.93732  -1.77529  0.12671  0.416
F  -3.37004  4.18609  3.40152  -0.340
N  -1.75238  0.75467  0.44955  1.901
H  -1.34851  1.64899  -5.35963  0.649
H  1.48589  -3.73873  -1.30578  0.406
N  1.25138  -2.98734  0.62451  0.707
C  0.31330  0.33707  -5.78866  0.370
H  1.03479  -0.61580  -8.96245  0.396
Te  -0.03432  1.34306  -3.05336  0.109
H  2.60725  1.85187  1.69751  -0.081
H  -3.81915  0.89526  0.01557  0.563
C  -0.84942  0.78004  -4.93361  -1.323
H  0.10301  -2.01906  -2.50085  -0.063
H  6.66792  1.14500  0.04125  0.406
F  0.27816  1.47891  4.63516  -0.331
H  -3.87680  -0.84714  -1.48358  0.338
H  2.08892  -4.37573  3.54027  0.427
C  -1.86186  -2.72040  1.46236  -1.165
C  1.18973  -0.38144  -7.91746  -0.572
O  0.86720  1.49236  -0.06079  -0.504
H  6.35455  -0.50628  -0.50013  0.290
H  -0.65040  -3.37154  -3.32944  0.462
O  3.78471  -1.50169  -1.71251  -0.745
F  0.12042  0.18076  2.32275  0.063
H  4.85348  0.98332  1.70796  0.215
C  2.45708  -0.49393  -7.35756  -0.589
C  -1.79892  -2.67274  -1.66746  -0.976
C  4.77369  0.85573  -1.00766  -0.927
C  5.89121  0.38968  -0.08174  -0.736
C  -2.50679  3.18775  3.15929  0.274
H  -1.38328  -3.62108  1.07769  0.289
C  -0.85685  -2.42346  -2.83039  -1.117
C  2.64898  -0.19347  -6.02161  -0.638
H  1.25287  -2.23440  2.57446  0.374
H  -0.89598  3.45175  0.13404  0.111
H  -2.77712  -3.00948  -2.03974  0.426
H  1.98488  3.42423  2.23251  0.529
C  -0.68158  1.84672  3.77002  0.084


This record from OMol25 describes a 2-piece molecular cluster, C32H42F8NO4 overall. The level of theory is wB97M-V/def2-TZVPD.

The total energy comes out at -2399.11328 hartree. The calculation puts the maximum force at 0.0431 hartree/bohr. Its total charge is -1. The value obtained for the lowest unoccupied orbital energy is 1.178 eV.

Last column: Mulliken charge in e.
Atoms and positions in Å:
C  -3.12738  -3.20519  2.69063  -1.137
C  3.40410  -1.87631  -4.82113  -0.954
H  -0.29486  2.90380  -5.10155  0.395
C  -0.15766  -3.52750  -2.73866  -1.771
C  -1.75561  -4.73460  1.29891  -1.144
C  3.37492  -2.33080  -3.50268  -0.333
H  -0.35616  -2.41447  2.95584  0.229
C  -3.96206  0.76075  2.67711  0.414
H  0.28544  -4.00823  2.69615  0.288
F  0.96540  4.75153  5.41041  -0.303
H  -3.43719  2.10027  1.03583  0.277
C  2.26812  -0.34005  -2.76383  0.586
H  0.29694  -1.80296  -1.60125  -0.987
H  -3.10953  -2.64805  3.62000  0.265
C  -0.70545  -3.14302  -0.31285  -1.297
H  2.83612  -0.20410  -6.10784  0.503
F  0.55002  5.30339  2.13169  -0.345
C  0.74685  4.04822  2.59222  0.997
H  -1.54426  1.70473  -1.74992  0.303
H  -2.52945  0.48419  4.30352  0.211
H  2.09312  -4.05386  -1.78074  0.322
H  1.80369  -3.82253  -0.07558  0.452
O  2.10524  0.72395  -0.64277  -0.597
C  -3.19652  1.96397  2.09451  -0.832
C  1.76071  -3.32634  -1.03848  -1.046
H  -1.11150  3.74896  -0.98417  0.279
C  -3.60187  0.65632  4.17685  -1.406
C  -0.32022  3.08249  -0.64598  -0.967
C  0.34813  -2.87742  -1.42787  2.907
H  -0.77539  -0.35514  -4.52533  0.001
H  -1.07990  3.22425  -3.51856  0.231
C  -0.58604  1.67106  -1.24945  -1.065
F  2.90505  3.40484  6.99158  -0.273
C  -0.65463  2.47210  -4.17324  -1.440
H  2.54924  -1.47510  -0.31332  0.316
C  -0.58059  -3.48299  3.08250  -1.326
C  0.85577  3.10437  1.40732  -0.952
H  -0.93649  -5.26351  -0.58272  0.486
F  2.93783  3.17578  2.96072  -0.318
C  1.63877  1.41403  -4.37977  0.080
C  -1.72093  1.44947  -4.57738  -0.556
H  1.67932  3.46473  0.78710  0.457
C  2.81189  -2.19095  -1.08168  -1.337
H  -2.27847  1.09027  -3.71018  0.322
H  0.64750  -3.82256  -3.40403  0.412
O  2.04723  2.15974  -5.23472  -0.626
H  3.83218  -2.46783  -5.61603  0.406
H  -3.92354  -3.95537  2.66483  0.366
F  1.37637  2.60654  5.14479  -0.300
N  -1.08556  0.29243  -5.24289  -0.517
C  -1.82724  -3.84763  2.33112  1.043
H  -0.53995  -2.40271  0.46520  0.359
H  3.78318  -2.60844  -0.83009  0.578
H  -1.79410  -0.22624  -5.74813  0.335
H  0.26930  -4.85741  0.64467  0.153
C  -0.69393  -4.56863  0.21708  -0.316
H  -4.14396  -0.17076  4.64202  0.348
H  -3.45029  2.90416  2.61398  0.400
H  -0.80387  -2.80676  -3.23809  0.317
F  4.19658  3.45094  5.23951  -0.248
H  1.13597  2.10725  1.74681  0.304
H  -2.45667  -5.56048  1.25150  0.383
H  -3.36071  -2.50097  1.89728  0.279
H  -5.04857  1.04344  2.64608  0.039
H  -1.67513  -2.99156  -0.78290  0.191
H  -0.71086  -3.64444  4.14776  0.451
C  2.81638  -1.58853  -2.45709  0.025
H  -0.80297  -4.36596  -2.49494  0.431
C  2.27730  0.10135  -4.09094  0.707
C  2.84773  -0.63249  -5.11854  -0.901
H  -2.11970  1.81888  2.18613  -0.088
H  -0.62886  0.93539  -0.45210  0.323
H  3.33226  5.06799  6.02222  0.301
H  -2.44854  1.88740  -5.25381  0.490
C  0.48890  1.34894  -2.23355  1.527
C  1.84942  3.84543  4.96099  0.755
F  -0.31196  3.69982  3.33724  -0.281
C  1.66450  0.57693  -1.75722  -0.035
H  -3.86279  1.57606  4.72733  0.425
C  2.06316  4.06161  3.45572  0.521
H  0.61224  3.48189  -1.04610  0.553
H  3.78238  -3.30425  -3.26522  0.443
F  2.65159  5.27949  3.33524  -0.340
O  -3.59893  -0.37500  2.03371  -0.785
O  -0.37826  3.07667  0.75532  -0.200
C  3.12333  4.02252  5.81114  0.008
C  0.47439  1.73277  -3.51722  0.832


This record from OMol25 describes C32H42LaN4O as an isolated structure. The level of theory is wB97M-V/def2-TZVPD.

The calculation puts the energy relative to the best compared isomer or geometry (same formula, charge and spin) at 0.0000 eV. The total energy comes out at -1570.22421 hartree. The calculation puts the maximum force at 0.1278 hartree/bohr. Its total charge is -1. The value obtained for the lowest unoccupied orbital energy is 2.092 eV.

Last column: Mulliken charge in e.
Atoms and positions in Å:
C  0.84504  2.14970  3.45298  -1.656
H  -4.00762  -1.31949  3.93747  0.475
La  -0.07590  -0.22339  0.38422  1.021
C  -0.72588  3.75690  -6.46825  -1.414
N  -0.13794  -2.20481  -1.74950  -0.337
H  -1.44446  3.15653  1.76765  0.245
C  -1.35454  0.95713  -3.94175  0.900
C  -0.14670  -0.87018  4.99924  -0.868
H  -2.26606  -0.38711  -2.53721  0.518
H  3.97655  0.05819  1.67457  0.358
O  -1.15818  -0.44901  2.46727  -0.115
H  -0.21677  1.98575  3.71244  0.216
C  0.78489  -2.94411  -2.61041  -1.205
H  1.35050  -3.80788  -2.27325  0.410
C  -3.40249  -1.10122  3.04705  -1.543
H  -2.92456  -2.42267  5.51781  0.401
C  1.09382  1.91450  2.01387  1.666
H  3.27910  -0.37398  -0.66418  0.367
H  -1.99151  -5.16479  3.96398  0.381
H  1.40798  2.05666  -6.46297  0.251
C  2.09785  -0.18326  -5.07919  -1.598
C  0.00239  -4.31314  3.97079  -0.571
H  -0.32545  4.51727  1.59423  0.297
H  -2.28641  2.86555  -4.44924  0.269
H  -0.53884  -3.22946  0.28036  0.628
H  2.78999  0.34312  -5.74583  0.394
H  1.97638  -2.10039  0.83650  0.017
H  -1.12714  3.82263  0.16669  0.387
H  -3.24044  -0.69223  5.88740  0.367
C  -1.25811  -4.60821  3.35138  -0.335
C  -0.52473  2.50449  -5.61936  0.747
C  3.11134  0.68890  -0.89474  -1.172
H  2.03881  -1.21181  -5.42691  0.359
H  2.56626  -0.16290  -4.09237  0.195
C  -2.27943  0.66240  -2.81671  -1.602
H  -1.32963  3.52575  -7.37994  0.274
N  0.99934  -3.73258  3.32933  -0.595
H  -0.00012  -1.41467  5.93959  0.457
C  2.13884  1.11263  1.46365  0.003
C  -0.47038  -3.51779  1.34484  -0.403
H  1.39782  3.78049  -1.78748  0.314
C  -1.97673  -0.85023  3.39139  0.732
C  0.55171  -2.24282  -3.76977  -0.195
H  1.09394  3.19745  3.72665  0.318
H  -2.02928  1.25659  -1.93071  -0.031
H  2.76682  0.74336  -1.93694  -0.053
C  3.04624  0.24789  2.22665  -2.105
C  -2.45719  -1.44699  5.71754  -1.181
C  -1.46942  2.13507  -4.64365  -0.620
C  -0.29719  -0.95017  -2.10852  -0.831
H  -3.48552  -1.95430  2.35738  0.187
H  -1.85071  -1.53212  6.62670  0.332
C  0.78141  0.51057  -5.08518  1.162
H  1.14267  2.14294  -2.40506  -0.089
H  0.74728  -2.65209  -4.74327  0.640
N  -1.54898  -1.05649  4.62883  0.393
C  -1.47318  -4.24761  2.03323  -0.644
C  0.46734  2.61494  0.95236  0.115
C  2.14357  1.31017  0.04223  -0.210
C  0.84911  2.83858  -1.60844  -1.088
C  0.61293  1.68935  -5.78679  -1.012
H  -3.82576  -0.21670  2.55292  0.299
C  -0.65366  3.57441  1.12517  -1.711
C  0.68027  -2.97309  2.19149  -0.571
H  0.53356  -1.28315  4.24602  0.040
C  1.67096  -1.92053  2.10614  0.090
C  1.12253  2.26409  -0.26467  1.250
H  -0.21951  3.05524  -1.75401  0.232
H  -1.28474  4.52829  -5.88467  0.345
H  0.07130  0.19275  5.17178  0.260
H  -3.30579  0.94339  -3.07625  0.573
H  0.17425  -4.58274  5.01584  0.394
H  1.45261  1.49266  4.09592  0.387
H  2.57477  -0.81474  2.38607  0.722
H  3.24927  0.64784  3.23053  0.482
H  0.24189  4.19271  -6.81080  0.337
N  -0.09376  -1.05009  -3.48491  0.371
H  4.09318  1.19249  -0.84791  0.325
C  -0.28670  0.11643  -4.28537  0.509
H  -2.43308  -4.53691  1.49803  0.339


This record from OMol25 describes a 2-piece molecular cluster, C32H42N3O7 overall. The level of theory is wB97M-V/def2-TZVPD.

The calculation puts the energy relative to the best compared isomer or geometry (same formula, charge and spin) at 0.2409 eV. The total energy comes out at -1935.63204 hartree. The calculation puts the maximum force at 0.0487 hartree/bohr. Its total charge is -1. The value obtained for the lowest unoccupied orbital energy is 1.724 eV.

Last column: Mulliken charge in e.
Atoms and positions in Å:
H  3.42011  -1.01692  2.03898  0.675
H  5.01726  -1.91882  4.37455  0.315
C  -1.61687  0.19400  4.26223  -0.228
H  -4.10868  4.10670  -2.95848  0.339
H  0.23912  -4.08126  0.44925  0.267
C  4.66968  0.97520  3.47913  -0.812
H  -1.97301  -5.11929  0.96495  0.418
C  0.41600  -0.03339  3.24956  0.654
N  4.04165  1.46262  -2.52900  0.042
C  -2.67902  0.09315  -1.77243  0.941
H  -0.85116  -0.11570  -0.64856  0.891
O  3.09360  3.20138  -1.38898  -0.681
C  1.61492  1.51675  -2.20677  0.290
H  -3.41234  0.14598  3.05630  0.217
N  -4.77044  0.64419  -2.86135  0.013
H  -6.29375  -0.73001  -2.82675  0.416
C  4.31687  -1.20731  4.84076  -0.824
H  4.17022  -1.53994  5.88327  0.347
C  -0.30727  -3.83178  1.37176  -0.317
C  -5.73672  1.64831  -3.28151  -0.705
O  -0.86580  -0.43487  3.20987  -0.128
H  -2.28273  -3.87002  2.18796  0.236
O  2.06910  -2.85772  1.75809  -0.734
H  -4.21912  -2.02777  -3.18408  0.318
H  3.31478  -2.32989  -3.62948  0.309
H  5.96677  0.17206  5.02772  0.349
H  1.69343  -1.88799  -4.26529  0.384
C  1.13023  -2.06729  1.89957  0.074
C  1.37174  -0.70146  2.36982  -0.226
C  -1.79106  -4.07367  1.23003  -0.740
H  -4.94645  -2.51321  -1.66289  0.399
H  4.98597  2.02275  3.58175  0.384
H  -3.69345  0.23600  4.79236  0.425
H  2.24173  -0.76578  4.83559  0.225
C  -1.43366  0.51110  -1.32742  -1.392
H  -5.86642  3.46162  -4.39747  0.388
O  0.48808  -0.02606  -3.66400  -0.652
H  3.00941  1.44964  2.08278  0.302
C  1.52337  0.34819  -3.11333  0.807
H  5.79925  1.99337  -3.46567  0.320
O  -0.14772  -2.42764  1.68230  -0.054
H  -3.14109  -1.29114  4.06982  0.247
C  2.93228  2.13089  -1.97961  0.421
C  -0.86354  1.71533  -1.77436  0.039
C  -4.44712  -1.68396  -2.17043  -1.083
C  -3.14092  -1.29922  -1.47055  -0.280
C  -3.84371  3.27093  -3.62225  -0.848
H  -6.54381  1.09738  -3.77679  0.377
C  2.95307  -1.28041  4.17483  -0.710
H  6.01092  1.41452  -1.80530  0.309
H  -3.24110  3.72643  -4.42233  0.381
C  -3.04721  -0.20248  4.02930  -1.170
H  -3.25929  -1.38677  -0.37848  0.236
H  0.74332  2.71035  -0.66753  0.445
H  2.54707  1.31373  3.77797  0.227
O  0.75312  0.83564  4.07549  -0.796
H  -1.23076  -0.17984  5.22396  0.270
H  5.28933  0.51822  2.69592  0.299
O  5.00792  -0.35946  -3.52228  -0.639
H  -2.25747  -3.45244  0.45288  -0.042
H  0.11164  -4.42793  2.20024  0.296
C  5.37488  2.02338  -2.45736  -1.131
N  2.71933  -0.36229  -3.30236  0.140
C  0.55325  1.99075  -1.48002  -0.791
C  -5.40053  -0.50634  -2.22992  -0.700
C  -1.72821  2.63975  -2.41960  -1.345
H  -5.73249  -0.23213  -1.20936  0.315
H  4.42004  0.80735  5.60902  0.288
H  3.18348  -1.31886  -5.08927  0.337
H  -4.89320  2.21862  -5.18288  0.302
C  2.79913  -0.53785  2.80541  -0.004
H  -2.34922  -2.01928  -1.73996  0.426
C  3.21813  0.90566  3.01447  -0.647
C  4.89216  0.21944  4.80654  -0.585
H  -6.17947  2.14021  -2.39263  0.330
H  5.30664  3.03897  -2.08083  0.390
C  -3.48531  0.98518  -2.54520  -0.051
H  -1.48323  1.28114  4.22694  0.287
C  3.98920  0.21260  -3.13979  0.485
C  -3.00766  2.29641  -2.84323  0.891
C  -5.12579  2.67797  -4.21540  -0.789
H  -1.33719  3.64200  -2.61797  0.435
H  2.61661  -2.32010  4.05197  0.319
C  2.71915  -1.55759  -4.12415  -1.137


Question: What is the formula in the fourth record?
Answer: C32H42N3O7


Question: The lowest maximum force belongs to which entry?
Answer: C32H42F4N3O3STeTi


Question: The highest maximum force belongs to which entry?
Answer: C32H42LaN4O


Question: The highest maximum force belongs to which entry?
Answer: C32H42LaN4O